[1]
C15H13F3N4O3S2 in the gas phase. Source: OMol25; level of theory: ωB97M-V with the def2-TZVPD basis set.

```
40
C15H13F3N4O3S2 ωB97M-V with the def2-TZVPD basis set
O 3.472 -5.592 -4.627
C 2.452 -5.033 -4.319
N 2.311 -3.669 -4.348
C 1.614 -2.979 -3.545
N 1.186 -3.347 -2.302
N 0.556 -2.413 -1.570
C 0.428 -1.313 -2.211
S -0.360 0.093 -1.579
C -0.838 -0.562 0.060
H -1.628 -1.299 -0.074
H 0.041 -1.050 0.483
C -1.333 0.538 0.996
O -2.316 0.378 1.677
N -0.537 1.638 0.992
C -0.689 2.825 1.714
C -1.709 3.024 2.637
C -1.810 4.222 3.325
C -0.885 5.223 3.090
C 0.141 5.038 2.172
C 0.236 3.845 1.488
H 1.032 3.703 0.772
H 0.846 5.835 2.009
O -0.885 6.477 3.728
C -1.816 6.781 4.607
F -1.841 5.980 5.688
F -3.069 6.761 4.117
F -1.600 8.014 5.052
H -2.613 4.344 4.033
H -2.428 2.243 2.817
H 0.243 1.637 0.346
S 1.119 -1.312 -3.841
C 1.597 -4.600 -1.707
H 1.294 -4.564 -0.659
C 0.988 -5.815 -2.408
H 1.485 -6.699 -2.008
H -0.075 -5.889 -2.172
C 1.166 -5.771 -3.938
H 1.208 -6.785 -4.335
H 0.323 -5.250 -4.398
H 2.692 -4.660 -1.762
```

Output
Structure (SMILES): O=C1CCCN2N=C(SCC(=O)Nc3ccc(OC(F)(F)F)cc3)SC2=N1
Maximum force (eV/Å): 1.7
Molecular weight (Da): 418.42
Calculated total energy (eV): -57692.28081
Gap between HOMO and LUMO (eV): 9.04
HOMO (Eh): -0.3230


[2]
A molecular structure, C15H13FeN5O3. Source: OMol25; level of theory: ωB97M-V with the def2-TZVPD basis set.

```
37
C15H13FeN5O3 ωB97M-V with the def2-TZVPD basis set
O -3.153 0.198 1.023
C -2.440 0.487 1.885
Fe -0.823 0.979 2.621
C -1.761 0.907 4.437
O -2.669 0.656 5.118
C -1.323 2.621 2.234
O -1.635 3.518 1.541
C 1.245 0.762 -1.935
C 1.302 1.912 -0.884
C 1.749 1.710 0.584
C 0.810 1.043 1.529
C 0.446 -0.275 1.295
C 0.154 -0.799 -0.057
C 0.482 -0.438 -1.362
H 2.231 0.373 -2.337
H 2.026 2.652 -1.242
H 0.270 2.334 -0.875
H 2.752 1.230 0.687
H 1.753 2.739 0.977
H 1.089 1.270 2.581
H 0.555 -0.937 2.202
H -0.422 -1.749 0.014
H 0.356 -1.296 -2.048
N 1.019 2.841 -7.810
C 1.541 2.128 -6.780
N 2.451 1.173 -7.002
C 2.853 0.429 -5.948
N 2.374 0.451 -4.655
C 1.439 1.347 -4.425
C 1.060 2.295 -5.424
N 0.097 3.089 -4.889
C -0.118 2.672 -3.628
N 0.630 1.530 -3.296
H 0.302 3.507 -7.613
H 1.344 2.697 -8.760
H 3.644 -0.297 -6.173
H -0.843 3.235 -3.056
```

Output
ΔE to the lowest compared entry with this formula, charge and spin (kJ/mol): 172.8
Maximum force (eV/Å): 4.0
Molecular weight (Da): 367.15
Expectation value of S²: 6.1652
Calculated total energy (eV): -63739.76867
Multiplicity: 5
Total charge: -2
Gap between HOMO and LUMO (alpha / beta) (eV): 2.04 / 5.47
HOMO (alpha / beta) (Eh): 0.0982 / -0.0321


[3]
A molecular structure, C15H13LuN4O4S2. Source: OMol25; level of theory: ωB97M-V with the def2-TZVPD basis set.

```
39
C15H13LuN4O4S2 ωB97M-V with the def2-TZVPD basis set
Lu 0.142 1.161 1.121
C -3.686 0.462 3.214
S -3.051 -1.213 3.064
C -2.188 -1.202 1.598
S 0.736 -0.876 2.580
N -1.962 -0.091 0.939
N -0.926 0.678 -0.758
C -0.643 1.021 -1.945
C 0.169 2.256 -1.999
C 0.451 2.873 -3.196
C 1.162 4.074 -3.173
C 1.554 4.593 -1.958
C 1.235 3.896 -0.797
N 0.559 2.749 -0.797
H -4.383 0.416 4.049
H -4.207 0.763 2.309
H -2.911 1.179 3.468
H -0.977 0.476 -2.821
H 0.116 2.440 -4.128
H 1.395 4.590 -4.094
H 2.103 5.521 -1.887
H 1.550 4.283 0.165
O 3.836 -0.667 -0.182
C 2.573 -0.533 0.116
O 2.060 0.603 0.216
C 1.811 -1.750 0.309
C 2.246 -2.934 -0.155
C 1.398 -4.095 -0.025
C 0.144 -3.940 0.424
C -0.374 -2.636 0.816
N 0.558 -1.560 0.934
C -1.671 -2.499 1.166
O -2.442 -3.611 1.305
O -1.678 -0.414 -0.479
H 4.234 0.211 -0.307
H 3.209 -3.003 -0.642
H 1.763 -5.064 -0.333
H -0.530 -4.782 0.492
H -3.374 -3.375 1.393
```

Output
ΔE to the lowest compared entry with this formula, charge and spin (kJ/mol): 572.5
Maximum force (eV/Å): 1.2
Molecular weight (Da): 552.39
Calculated total energy (eV): -85191.01911
Total charge: +2
Gap between HOMO and LUMO (eV): 6.22
HOMO (Eh): -0.4972


calculated total energy of number 1 (C15H13F3N4O3S2)?
-57692.28081 eV


What is the formula in the second record?
C15H13FeN5O3


Please write out number 1 again, unchanged.
C15H13F3N4O3S2 in the gas phase. Source: OMol25; level of theory: ωB97M-V with the def2-TZVPD basis set.

```
40
C15H13F3N4O3S2 ωB97M-V with the def2-TZVPD basis set
O 3.472 -5.592 -4.627
C 2.452 -5.033 -4.319
N 2.311 -3.669 -4.348
C 1.614 -2.979 -3.545
N 1.186 -3.347 -2.302
N 0.556 -2.413 -1.570
C 0.428 -1.313 -2.211
S -0.360 0.093 -1.579
C -0.838 -0.562 0.060
H -1.628 -1.299 -0.074
H 0.041 -1.050 0.483
C -1.333 0.538 0.996
O -2.316 0.378 1.677
N -0.537 1.638 0.992
C -0.689 2.825 1.714
C -1.709 3.024 2.637
C -1.810 4.222 3.325
C -0.885 5.223 3.090
C 0.141 5.038 2.172
C 0.236 3.845 1.488
H 1.032 3.703 0.772
H 0.846 5.835 2.009
O -0.885 6.477 3.728
C -1.816 6.781 4.607
F -1.841 5.980 5.688
F -3.069 6.761 4.117
F -1.600 8.014 5.052
H -2.613 4.344 4.033
H -2.428 2.243 2.817
H 0.243 1.637 0.346
S 1.119 -1.312 -3.841
C 1.597 -4.600 -1.707
H 1.294 -4.564 -0.659
C 0.988 -5.815 -2.408
H 1.485 -6.699 -2.008
H -0.075 -5.889 -2.172
C 1.166 -5.771 -3.938
H 1.208 -6.785 -4.335
H 0.323 -5.250 -4.398
H 2.692 -4.660 -1.762
```

Output
Structure (SMILES): O=C1CCCN2N=C(SCC(=O)Nc3ccc(OC(F)(F)F)cc3)SC2=N1
Maximum force (eV/Å): 1.7
Molecular weight (Da): 418.42
Calculated total energy (eV): -57692.28081
Gap between HOMO and LUMO (eV): 9.04
HOMO (Eh): -0.3230